Entry 1:
Entry from the Open Molecules 2025 dataset: a 2-piece molecular cluster, C3H10OSi overall at a distorted geometry (ωB97M-V/def2-TZVPD).

The geometry in XYZ format:
```
15
Properties=species:S:1:pos:R:3:forces:R:3
Si 0.934194 -0.126213 0.486131 -0.69 -0.05 -0.83
O -3.092634 -0.273249 -0.571965 0.32 -0.13 0.59
C -2.656827 -0.724290 0.661960 -0.15 0.30 -0.85
C 0.746486 1.641479 -0.185656 0.23 -0.31 0.25
C 2.132019 -1.136419 -0.580422 -0.11 0.20 0.32
H 0.028801 2.214233 0.393569 -0.10 0.05 0.14
H 2.018497 -2.202912 -0.406879 -0.04 -0.11 0.05
H 0.407733 1.637156 -1.219454 -0.02 -0.12 -0.10
H -2.945279 0.677732 -0.634670 -0.05 -0.11 0.07
H 3.165499 -0.875956 -0.354358 0.13 0.05 0.03
H -2.843906 -0.089257 1.513028 0.13 0.20 0.14
H 1.969506 -0.952445 -1.639545 -0.11 0.06 -0.08
H -2.813061 -1.781401 0.776804 0.11 -0.20 -0.02
H 1.250911 -0.182709 1.916025 0.26 0.10 0.28
H 1.698055 2.174244 -0.154568 0.08 0.06 0.00
```
Forces are in eV/Å.

The net charge is 0. As for the energy relative to the best compared isomer or geometry (same formula, charge and spin): 90.39 kcal per mole. The calculation puts the energy at -13194.7544 eV.



Entry 2:
Entry from the Open Molecules 2025 dataset: a single C3H5FOS molecule at a distorted geometry (ωB97M-V/def2-TZVPD).

The geometry in XYZ format:
```
11
Properties=species:S:1:pos:R:3:forces:R:3
S -0.966974 -0.134507 -1.511317 0.04 0.52 -0.20
F 1.887513 -0.429111 -0.436729 -1.29 -0.13 0.19
O -0.092986 1.016119 2.207050 -1.01 -0.10 -2.88
C 0.812761 -0.949194 0.341050 1.75 -0.68 0.90
C -0.471968 1.034278 1.019245 1.12 2.13 3.66
C -0.483879 -0.215966 0.240919 -0.71 -1.22 -1.20
H -1.242055 -0.882471 0.737236 0.60 0.53 -0.47
H -0.752060 2.045728 0.607492 -0.02 -1.02 -0.19
H 1.168239 -0.864146 1.361216 0.04 -0.02 0.28
H 0.201296 0.386317 -1.983055 -0.46 -0.24 0.33
H 0.710944 -2.014966 0.125053 -0.05 0.25 -0.41
```
Forces are in eV/Å.

The net charge is 0. As for the energy relative to the best compared isomer or geometry (same formula, charge and spin): 13.70 kcal per mole. Its SMILES is O=C[C@@H](S)CF. The calculation puts the energy at -18791.3075 eV.



Entry 3:
Entry from the Open Molecules 2025 dataset: C30H50BCoN3O3P2S as an isolated structure (ωB97M-V/def2-TZVPD).

The geometry in XYZ format:
```
91
Properties=species:S:1:pos:R:3:forces:R:3
Co -0.419875 -0.112507 0.592847 0.38 0.13 -0.35
S 0.402750 -0.485706 7.746180 0.30 0.10 0.32
P -1.825824 1.310372 -0.702867 -0.11 -0.18 0.09
P 1.976718 -0.740377 -0.397461 -0.31 -0.12 0.34
O 0.685282 0.936561 7.853133 0.00 -0.06 -0.04
O 1.571904 -1.351432 7.747360 -0.05 0.06 -0.04
O -0.693033 -0.947417 8.576098 -0.09 -0.03 -0.07
N 0.012510 -2.265630 -1.432199 -0.07 0.06 -0.04
N -1.556777 -1.003630 2.056723 -0.10 0.00 0.26
N -1.974441 -1.131183 -1.717021 -0.12 -0.24 0.06
C -1.926931 3.200310 -2.867019 0.04 0.07 -0.03
C -0.432512 -1.907147 4.033636 -0.19 -0.08 0.18
C -0.556953 1.176713 -3.111480 0.06 -0.01 -0.13
C 2.734100 -0.951182 1.306961 0.14 0.08 0.06
C -0.464246 -2.503158 -2.731689 0.14 -0.20 0.22
C 3.964405 1.038291 -1.219192 0.01 -0.01 0.01
C 0.067852 -3.260026 -3.759840 0.00 0.01 -0.06
C -0.622340 -3.308286 -4.969256 0.00 0.01 0.02
C -3.591424 1.636811 1.337918 -0.15 -0.10 0.04
C -1.022668 2.229284 -2.106600 0.01 0.13 -0.06
C -1.175342 -0.883817 3.468113 -0.07 -0.13 -0.21
C -1.017911 0.344419 5.518108 0.07 0.06 0.18
C -1.504505 0.231448 4.224570 0.16 0.03 -0.09
C -2.484097 3.707017 0.594270 0.02 -0.02 0.02
C -1.685742 -1.824344 -2.898632 -0.22 0.07 0.12
C 1.882005 -1.965000 2.054977 -0.03 -0.22 0.09
C 2.673998 -0.093841 -3.000030 -0.03 -0.08 -0.03
C 3.326331 -0.295307 -1.628184 -0.04 0.15 -0.09
C -0.219921 -0.647173 6.077150 -0.31 -0.09 -0.48
C -2.853008 0.013354 -1.565223 0.07 -0.06 -0.05
C 0.206887 2.963966 -1.553343 0.03 -0.05 -0.07
C 1.390727 -2.418613 -0.983249 -0.11 -0.04 -0.21
C -4.339912 2.696971 -0.770713 -0.03 0.10 0.03
C 4.407704 -1.367723 -1.796952 0.05 0.00 0.00
C -1.827818 -2.636124 -5.133254 0.00 -0.01 0.03
C 4.188535 -1.402980 1.446319 0.04 -0.01 -0.05
C 0.044835 -1.786698 5.329300 0.05 0.00 0.13
C -2.380283 -1.893563 -4.091901 0.03 -0.03 -0.04
C -3.115042 2.398072 0.102746 -0.03 0.10 -0.02
C 2.563590 0.412948 2.001263 -0.01 0.04 0.01
B -0.902165 -1.362806 -0.795762 0.39 0.52 -0.23
H 0.645072 -2.567217 5.781357 -0.02 0.01 -0.02
H 2.019071 0.768889 -3.006567 -0.08 0.11 0.03
H -3.328794 -1.385644 -4.217446 0.01 0.00 0.00
H -2.844712 2.722141 -3.213728 0.04 -0.02 -0.01
H -2.352062 -2.699242 -6.077550 0.01 0.00 0.00
H -3.230370 0.354893 -2.530537 0.03 0.03 -0.01
H 4.365295 -2.364648 0.963679 -0.01 0.00 -0.02
H -2.485575 -0.634823 1.884844 -0.08 -0.05 0.21
H 3.058218 1.224277 1.465629 0.04 -0.02 0.00
H -1.599837 -1.987502 1.812986 -0.04 -0.05 0.06
H 5.026721 -1.082913 -2.652479 0.01 -0.03 0.03
H 1.507837 0.693120 2.109648 -0.04 -0.06 -0.01
H -0.217222 -3.887559 -5.788370 0.00 0.00 0.01
H -4.123861 3.384750 -1.583044 0.00 -0.01 0.02
H 0.809916 -1.833760 1.894263 0.06 0.12 -0.14
H -4.272570 2.267098 1.914822 -0.01 -0.03 -0.02
H 4.407034 -1.529347 2.510114 -0.02 0.01 -0.01
H 0.893796 2.263051 -1.070919 -0.05 0.00 -0.01
H -2.193321 4.079921 -2.284514 0.00 0.01 0.01
H -2.750756 1.386833 1.976162 0.05 0.04 0.10
H 2.121513 -2.993659 1.777252 0.06 0.03 0.04
H -3.214813 4.239875 1.207993 0.01 0.01 -0.02
H -1.389560 3.548267 -3.753943 0.00 0.00 0.02
H -3.719861 -0.218294 -0.942575 -0.04 -0.04 -0.02
H 0.995829 -3.804512 -3.634077 -0.01 0.01 0.00
H -0.233326 -2.808732 3.465628 -0.01 -0.02 0.03
H 5.062868 -1.454602 -0.938784 0.02 0.00 0.08
H 4.661311 1.352871 -2.000965 -0.01 -0.01 0.01
H 2.102165 -0.963250 -3.337704 0.01 0.01 0.03
H 4.525027 0.972078 -0.287888 0.00 -0.03 0.01
H -1.386003 0.759963 -3.684604 0.03 0.03 0.01
H -0.034985 0.352022 -2.631897 0.09 -0.02 -0.02
H 0.738698 3.442656 -2.380997 -0.01 0.01 0.02
H -4.786875 1.797051 -1.195117 0.02 -0.03 0.03
H -1.605044 3.527514 1.218889 -0.01 -0.03 -0.01
H 4.901663 -0.678886 1.057306 0.00 0.03 -0.03
H -2.132882 1.014208 3.826877 -0.01 0.08 -0.07
H 1.999180 -2.814529 -1.795018 0.04 0.07 -0.01
H 0.123036 1.655300 -3.821458 -0.01 -0.04 -0.01
H 1.452895 -3.126511 -0.159563 0.01 -0.07 -0.03
H 3.464881 0.086381 -3.733139 -0.03 -0.02 0.00
H -0.048814 3.738203 -0.830660 -0.05 0.01 0.02
H 3.213556 1.824886 -1.110188 0.01 -0.03 -0.01
H -2.195495 4.367926 -0.220509 0.01 -0.01 -0.02
H 2.975672 0.364752 3.012038 0.00 0.00 -0.02
H -5.101779 3.165776 -0.141486 0.00 0.00 -0.01
H -1.239149 1.221785 6.113078 -0.01 -0.02 -0.01
H -4.135300 0.720524 1.084525 0.04 0.03 0.00
H 3.999038 -2.355608 -2.015906 -0.02 0.04 -0.01
H 2.045296 -1.856625 3.128710 0.03 -0.01 -0.05
```
Forces are in eV/Å.

The net charge is 0. As for the energy relative to the best compared isomer or geometry (same formula, charge and spin): 9.49 kcal per mole. The calculation puts the energy at -110251.3995 eV. The spin multiplicity is 2.



Entry 4:
Entry from the Open Molecules 2025 dataset: a 4-piece molecular cluster, C2H14N3O3 overall at a distorted geometry (ωB97M-V/def2-TZVPD).

The geometry in XYZ format:
```
22
Properties=species:S:1:pos:R:3:forces:R:3
O 0.348934 0.555944 2.130045 0.19 -0.13 -0.25
O 2.805248 -0.160618 0.615925 0.19 -0.11 0.13
O 1.205602 2.495075 0.473328 -0.54 -1.10 0.19
N 0.705264 -0.792077 -1.381486 0.85 0.11 0.25
N -1.101858 -0.753660 0.043270 0.19 0.29 -0.01
N -1.317394 -1.655787 -2.064156 0.33 0.39 -0.91
C -2.466303 -0.240149 0.202572 0.40 0.01 0.03
C -0.564842 -1.057851 -1.130855 -0.60 -0.16 0.13
H 0.707437 3.308256 0.393967 0.62 0.45 -0.17
H 1.290359 -0.343215 -0.682275 -0.09 -0.02 0.16
H -2.658496 0.580624 -0.489044 -0.11 -0.24 -0.29
H -2.315483 -1.698946 -1.968287 -0.09 -0.09 0.24
H 2.563581 -0.527287 1.477464 -0.17 0.16 -0.01
H 0.043357 0.918491 2.965057 0.04 0.02 0.05
H -0.990237 -1.577727 -3.019926 -0.16 -0.16 0.17
H 1.244844 -1.201154 -2.126596 -0.41 -0.26 -0.15
H -0.458134 -0.489952 0.782083 0.05 0.28 0.17
H 0.764055 1.290518 1.621207 -0.27 -0.04 0.27
H 3.743902 -0.371290 0.530149 -0.09 0.05 -0.13
H -2.507422 0.222996 1.181999 -0.12 -0.28 0.22
H 2.150128 2.540872 0.321434 0.02 0.70 -0.13
H -3.192540 -1.043064 0.124122 -0.23 0.12 0.04
```
Forces are in eV/Å.

The net charge is +1. As for the energy relative to the best compared isomer or geometry (same formula, charge and spin): 2.26 kcal per mole. The calculation puts the energy at -12909.5230 eV.